(1)
This record from the Open Molecules 2025 dataset describes a cluster of 8 separate species, C5H26O8 in total at a distorted geometry. The level of theory is ωB97M-V with the def2-TZVPD basis set.

Cartesian coordinates (Å):
H 0.5040 2.1031 -0.5585
H 0.3630 -0.3231 0.4913
H -1.6579 -1.7635 0.0526
H 3.7167 -0.4460 0.6659
O 1.2948 -1.7684 -2.5036
O -3.2105 -0.8483 -1.3807
O 0.3539 0.5618 0.8714
H -3.3891 -1.0812 -2.2847
H 1.4730 3.3071 -0.7713
H -1.1410 0.7354 4.0245
O 0.8679 2.6985 -1.2157
H -3.3598 -0.0432 2.4051
H -3.3663 0.5568 4.0429
H 0.8520 0.2158 -2.6159
H -1.4914 -2.7957 1.4491
H -2.3991 0.7498 -2.3575
C 0.5231 -0.7288 -3.0543
H 0.7804 -0.7049 -4.1240
H -0.5095 0.6711 1.3182
O 0.2263 -2.2344 0.2784
O -1.4620 0.2869 3.2345
H -3.6964 1.2542 -1.2274
H 0.9157 -2.0496 -1.6788
H 0.6874 -2.8349 0.8497
O 1.9279 2.4421 2.1784
C -1.1548 -2.6232 0.4230
C -2.8436 0.5852 3.1244
H 2.9878 0.3312 -0.8373
H 4.9672 -0.2662 -1.6237
H -2.0766 0.6261 -0.6358
H -3.0779 1.5734 2.7026
H 2.7894 2.0860 2.3429
O 5.1195 0.0015 -0.7208
H -0.5310 -0.8728 -2.9290
C 3.8608 0.3123 -0.1320
C -2.8613 0.5645 -1.3681
H 3.9181 1.3422 0.2498
H -1.4310 -3.3496 -0.3464
H 1.5303 1.7288 1.6607

* LUMO level: 0.372 eV
* electronic energy: -21984.433 eV
* ΔE to the lowest compared entry with this formula, charge and spin: 376.64 kJ/mol
* gap between HOMO and LUMO: 0.3812 Ha
* M: 214.26 g/mol
* HOMO level: -0.368 Eh

Mulliken population analysis, charges in e, atoms 1 to 2: atom 1 (H): 0.326, atom 2 (H): 0.223

=====

(2)
This record from the Open Molecules 2025 dataset describes a cluster of 9 separate species, C5H26O8 in total at a distorted geometry. The level of theory is ωB97M-V with the def2-TZVPD basis set.

Cartesian coordinates (Å):
C 0.6509 -2.7925 -1.4528
H 1.1495 1.5471 -2.5607
O -2.8768 -1.0147 -0.6929
H -0.3366 3.5754 -1.4576
O -1.7855 -1.3688 1.7348
H 3.1291 -1.4712 -0.7496
O -2.7936 1.6816 -0.2783
O -0.4105 2.7660 -0.9253
C 0.7979 -2.7070 0.0633
H 0.6358 -2.2659 2.6385
H -2.1917 1.3940 0.4282
H -0.3355 -3.1570 -1.7066
H -3.0817 0.8177 -0.6628
O 1.3154 2.4494 1.0393
H 2.0986 2.7177 -2.0512
H 0.7205 -1.7757 -1.8395
H -0.7839 1.5725 -2.3681
C 1.4086 -1.6126 2.2567
H 1.9426 1.7513 0.9856
H 2.3774 -1.8707 2.6758
H -3.3789 -1.7489 -1.0578
H 1.2423 -0.5441 2.2391
H -0.1019 1.3141 1.6280
H 3.4226 -0.7248 0.7712
H -1.1460 0.1739 -2.0263
O 1.9443 1.7678 -2.0480
H -1.3614 2.7699 -0.6370
O -0.4575 0.9686 2.4784
C 2.6081 -1.0180 0.0954
H 0.0853 -3.2245 0.7104
H 1.4476 -3.4359 -1.8038
H -1.3483 -0.5481 2.0582
O -0.7028 0.6680 -2.7163
H 2.1311 -0.1425 -0.3720
H 0.7720 2.6084 0.2320
H -0.0969 1.4127 3.2530
C 1.6060 -1.9101 0.7547
H -2.4896 -1.2181 0.2117
H -1.2737 -2.1324 1.9887

* LUMO level: 0.225 eV
* electronic energy: -21986.817 eV
* ΔE to the lowest compared entry with this formula, charge and spin: 146.59 kJ/mol
* gap between HOMO and LUMO: 0.3303 Ha
* M: 214.26 g/mol
* HOMO level: -0.322 Eh

Mulliken population analysis, charges in e, atoms 1 to 2: atom 1 (C): -1.398, atom 2 (H): 0.329

=====

(3)
This record from the Open Molecules 2025 dataset describes a cluster of 8 separate species, C5H27NO9 in total at a distorted geometry. The level of theory is ωB97M-V with the def2-TZVPD basis set.

Cartesian coordinates (Å):
O 1.7646 2.3580 1.4833
H -0.2063 0.1278 0.6764
O 0.7185 -0.6285 3.3529
O -1.8285 0.5095 2.9065
H 0.6392 1.8795 -0.7909
H 2.0518 0.8798 -2.3578
C -1.4459 2.1327 -0.2642
H -1.4933 1.2279 3.4407
H -2.3350 1.5072 -0.1979
C 0.1979 0.2296 -3.2273
H -0.8956 -3.1935 -0.0029
H 0.0955 0.1126 3.2658
O 0.9106 -3.1441 -0.2258
O -2.9653 -1.0232 -1.2554
H 2.3863 -0.3742 2.3261
H -2.2156 0.7112 2.0652
H -0.3944 2.2923 -2.9085
H 1.5251 -2.6285 -0.7717
H 3.8687 -0.7149 2.3468
H 2.4531 1.7845 1.8457
N -0.1898 0.0451 -0.3356
H 1.1236 -2.9003 0.6821
H -1.6734 -3.4763 1.2898
H -0.3353 -0.7125 -3.0796
H -0.3143 2.5711 1.4342
H 0.0590 -1.3337 3.3790
H 1.8129 2.5501 0.5482
C -0.3240 1.3814 -0.9579
H -3.7083 -0.9702 -0.6419
H -1.6303 1.0842 -2.6487
H -1.0345 -0.4854 -0.5530
H 0.1440 0.4883 -4.2895
H -2.7309 -1.9535 -1.0934
O -1.2169 2.3922 1.1316
C 1.6525 -0.0246 -2.8406
O 3.2239 -0.1866 1.8643
O -1.7316 -2.9871 0.4648
C -0.5777 1.3103 -2.4567
H 2.3027 -0.2464 -3.6888
H 1.3184 -0.8068 -1.1245
H -1.7443 3.0756 -0.7403
O 1.7855 -1.1185 -1.9328

* LUMO level: 0.244 eV
* electronic energy: -25540.904 eV
* ΔE to the lowest compared entry with this formula, charge and spin: 172.95 kJ/mol
* gap between HOMO and LUMO: 0.3593 Ha
* M: 245.27 g/mol
* HOMO level: -0.350 Eh

Mulliken population analysis, charges in e, atoms 1 to 2: atom 1 (O): -0.631, atom 2 (H): 0.088

=====

(4)
This record from the Open Molecules 2025 dataset describes a cluster of 10 separate species, C5H28NO10 in total at a distorted geometry. The level of theory is ωB97M-V with the def2-TZVPD basis set.

Cartesian coordinates (Å):
H -0.7542 0.9768 -0.6279
H 1.7687 -0.0991 0.1328
H 2.7293 0.0251 1.5708
N 1.4858 -1.7257 1.6729
C 0.4272 -0.8875 2.3285
C 2.7626 -0.9594 -2.3450
O 0.2910 2.6419 2.3775
H 2.4659 -1.0454 -3.3488
H 3.1312 0.0496 -2.2659
H -0.1995 3.0770 0.8048
O 2.3824 2.1667 0.4610
O -2.5995 2.1153 -2.9226
H -0.6214 -1.3410 2.3051
O -1.6050 -1.7430 -0.7461
H 4.0462 -1.2087 -0.2626
H -0.6777 0.2585 1.0201
H 0.7842 -0.4879 3.3072
O -1.5183 0.5402 -0.3034
H -1.8074 -0.8742 -0.5979
H 2.7229 2.9982 0.6861
O -0.2780 -3.9960 -0.6218
H -3.9249 -0.7333 -0.2894
O -3.5880 1.9941 -0.0788
H -4.5109 0.4808 -0.1331
H -1.1708 2.6529 -0.1116
C 2.2566 -0.7376 0.8877
H 2.1665 -2.8555 -1.6151
H 2.1090 1.7836 1.1713
O -4.7812 -0.4781 -0.4165
C 2.4495 -1.8535 -1.4078
H -0.9134 -1.7625 -1.5435
H -3.4824 2.5102 -0.8824
H -2.3906 1.3075 -3.2287
H 0.1225 2.7700 3.2393
H -2.8559 1.4612 -0.0899
H 3.3090 -2.6699 0.4718
O -0.6753 3.3729 0.0784
H 0.1792 1.8099 2.1235
O 0.2234 0.2609 1.6648
H -0.9948 -4.6843 -0.5880
H -1.8745 2.2814 -2.3074
H 0.9941 -2.5032 1.1510
H -0.7170 -3.1267 -0.6922
C 3.1334 -1.7624 -0.0283

* LUMO level: 2.921 eV
* electronic energy: -27601.453 eV
* total charge: -1
* ΔE to the lowest compared entry with this formula, charge and spin: 541.26 kJ/mol
* gap between HOMO and LUMO: 0.3321 Ha
* M: 262.28 g/mol
* HOMO level: -0.225 Eh

Mulliken population analysis, charges in e, atoms 1 to 2: atom 1 (H): 0.191, atom 2 (H): 0.215

=====

(5)
This record from the Open Molecules 2025 dataset describes a cluster of 9 separate species, C5H28O9 in total at a distorted geometry. The level of theory is ωB97M-V with the def2-TZVPD basis set.

Cartesian coordinates (Å):
O 3.0810 0.1580 -2.4533
H 0.8458 2.5980 0.3606
H -0.1280 -0.8463 -3.0699
H 1.8106 1.7559 -2.7090
H 3.5430 -1.6628 2.8547
O 0.6485 -0.1511 -0.5970
O -1.6390 -2.3475 -0.0834
O 0.5084 -1.3955 -3.5279
O -1.3337 1.0541 -3.3940
O -1.6731 1.8877 2.1115
C -2.5151 0.9857 1.4812
O 0.8533 1.4282 2.0349
H -1.9150 0.3825 -1.4978
H 0.7118 0.1876 0.2960
H -2.8439 -0.3873 -2.7309
O 1.2248 2.1916 -2.0899
H -3.3002 1.5368 0.9635
H -0.0976 1.5484 2.0897
C -1.4988 -2.9731 1.2114
H -1.8820 0.4026 0.8124
H 0.8458 3.4656 1.9986
H 2.3342 -0.6577 3.4223
C 1.1940 2.6289 1.3930
H 1.3948 0.2365 -1.0542
H -2.2254 2.3030 2.7780
H 2.0039 -3.4718 3.6867
H 0.3813 2.2258 -2.5411
C -2.3759 0.5617 -2.4692
H -0.9197 -1.7286 -0.2296
H -2.1321 -3.8267 1.4533
H 1.8832 -1.7587 2.1468
H -1.6710 -2.2302 1.9902
H 2.2796 2.7119 1.3414
O 2.0691 -2.5719 4.0148
H -1.7053 1.2995 -4.2445
H -2.9455 0.2321 2.1408
H -3.1641 1.2941 -2.2948
C 2.4726 -1.6764 3.0599
H 0.2082 -1.4036 -4.4368
H -0.5219 -3.4012 1.4364
H 3.2863 0.1788 -3.3880
H 2.9070 -0.7645 -2.2663

* LUMO level (spin up / spin down): 2.574 / 2.536 eV
* electronic energy: -24063.699 eV
* total charge: -1
* ΔE to the lowest compared entry with this formula, charge and spin: 254.94 kJ/mol
* gap between HOMO and LUMO (spin up / spin down): 0.0688 / 0.3604 Ha
* <S²>: 0.75
* 2S+1: 2
* M: 232.27 g/mol
* HOMO level (spin up / spin down): 0.026 / -0.267 Eh

Mulliken population analysis, charges in e, atoms 1 to 2: atom 1 (O): -0.631, atom 2 (H): 0.210

=====

(6)
This record from the Open Molecules 2025 dataset describes a cluster of 9 separate species, C5H29N2O8S in total at a distorted geometry. The level of theory is ωB97M-V with the def2-TZVPD basis set.

Cartesian coordinates (Å):
H 1.4097 -1.8868 2.6179
H -2.0782 1.6840 0.2274
O -2.6722 -0.1558 1.7129
O -3.1117 -0.8527 -2.3788
H -3.2974 -2.7689 0.3620
H 1.1084 0.6759 3.1143
H 1.4132 -1.3775 -1.6538
H 0.0548 0.4009 -0.4845
C 1.3967 -1.5251 1.5899
H 0.5388 -3.5401 1.3163
H -1.3330 -0.1781 -1.0741
H 0.8554 -0.6285 1.3308
N -0.1623 0.5020 -2.6388
C 0.9415 -2.6983 0.6985
H -0.8518 2.2506 -3.5436
S 3.1407 -0.9929 1.1882
H -2.1608 3.0174 0.9208
N -0.0060 -2.4469 -0.3556
H -3.3610 0.0647 -2.2384
C 0.3577 -1.5735 -1.4473
H 0.1844 2.5913 -2.2252
H -1.3710 2.0920 -1.7912
C -0.2785 -0.2042 -1.3587
H 2.0161 0.9640 0.3363
O 0.1537 0.6806 3.3144
O 2.9625 1.3610 -2.3162
H -3.3617 0.5040 1.7377
H -2.8954 -0.7864 1.0168
O -0.4224 2.8840 1.8702
H 2.8360 1.8423 -1.5005
O 2.1321 1.9312 0.5117
H -0.4552 2.1899 2.5811
O -2.9384 -1.8963 0.1428
H 0.3675 2.5765 1.3914
O -2.6524 2.4376 0.3176
H 0.7643 0.5437 -3.0234
H -0.9194 -2.2443 0.0097
H -3.1068 -1.7165 -0.8001
H -2.1991 -1.0170 -2.6716
H 3.3365 0.5496 -1.9396
C -0.6060 1.8951 -2.5317
H 0.1213 -2.0202 -2.4205
H -0.2115 0.1113 2.6405
H 2.8716 1.9072 1.1456
H 1.8209 -3.2880 0.4068

* LUMO level: 2.564 eV
* electronic energy: -35852.220 eV
* total charge: -1
* ΔE to the lowest compared entry with this formula, charge and spin: 206.19 kJ/mol
* gap between HOMO and LUMO: 0.2304 Ha
* M: 277.36 g/mol
* HOMO level: -0.136 Eh

Mulliken population analysis, charges in e, atoms 1 to 2: atom 1 (H): 0.331, atom 2 (H): 0.275